[1]
{
  "formula": "C5H15N2",
  "method": "the ωB97M-V functional and the def2-TZVPD basis",
  "e_lumo_ev": -2.80,
  "charge": 1,
  "homo_lumo_gap_ha": 0.4011,
  "de_lowest_kcal_mol": 73.66,
  "total_energy_ha": -308.67529,
  "smiles": "C[C@H](N)C[NH+](C)C",
  "elements": ["C", "C", "N", "C", "N", "C", "C", "H", "H", "H", "H", "H", "H", "H", "H", "H", "H", "H", "H", "H", "H", "H"],
  "coordinates": [[-2.641554, -0.398627, 0.064848], [-1.197747, -0.201011, -0.500833], [-0.733589, -1.436028, -1.200207], [-0.290539, 0.304419, 0.615299], [1.099038, 0.297604, -0.030920], [2.184890, -0.581214, 0.252566], [1.597354, 1.786358, 0.094796], [-2.900867, 0.692193, 0.343599], [-2.849004, -0.908229, 1.013296], [-3.479891, -0.759407, -0.567203], [-1.174485, 0.483153, -1.360765], [-1.505503, -1.893852, -1.719132], [-0.418495, -2.285844, -0.387451], [-0.177158, -0.432432, 1.467519], [-0.458546, 1.294839, 1.091887], [0.804188, 0.002208, -0.995480], [2.495672, -0.598524, 1.363907], [2.974316, -0.289127, -0.550085], [1.788435, -1.651476, 0.416494], [2.512981, 2.001453, -0.368884], [0.700909, 2.437104, -0.216173], [1.669594, 2.136438, 1.172922]],
  "forces_ev_per_angstrom": [[-1.006, 3.264, 0.609], [-2.645, -1.950, -0.017], [2.082, -3.172, 3.571], [1.551, -2.214, 1.250], [-0.925, 3.764, -0.831], [1.304, -2.807, 2.613], [-3.587, 0.679, 1.246], [-0.252, -1.467, -0.417], [1.144, -0.318, -0.089], [1.082, 0.315, -0.375], [-0.497, 0.568, 0.561], [0.611, 0.696, 0.459], [-1.420, 3.161, -3.022], [-0.623, 0.599, -0.867], [-0.337, -0.785, -0.811], [0.767, 0.799, 0.283], [0.233, 1.476, -1.695], [-1.020, -1.450, 1.824], [0.680, 1.187, -1.924], [1.010, -0.045, -1.061], [1.705, -0.934, -0.368], [0.146, -1.365, -0.939]]
}


[2]
{
  "formula": "C16H17ClN5O2PTeW",
  "method": "the ωB97M-V functional and the def2-TZVPD basis",
  "e_lumo_ev": [-1.71, -1.67],
  "homo_lumo_gap_ha": [0.2153, 0.2174],
  "de_lowest_kcal_mol": 39.93,
  "total_energy_ha": -2180.68330,
  "elements": ["W", "O", "C", "O", "C", "P", "C", "C", "C", "C", "C", "C", "C", "C", "C", "C", "C", "C", "H", "H", "H", "H", "H", "H", "H", "H", "H", "H", "H", "H", "Te", "Cl", "C", "H", "H", "N", "N", "N", "C", "N", "N", "H", "H", "H"],
  "coordinates": [[-0.774551, -0.139900, 2.015386], [-3.844351, 1.639550, 1.738086], [-2.637677, 1.575247, 1.861304], [-2.045954, 1.071367, 2.985492], [-1.573975, 1.619051, 0.837756], [1.585541, -0.296111, 0.940693], [1.744369, 1.251185, -0.040054], [2.826075, 2.073899, 0.265837], [3.024874, 3.274549, -0.404449], [2.147027, 3.664051, -1.401699], [1.067753, 2.849234, -1.726756], [0.871679, 1.660256, -1.048149], [1.501055, -1.561288, -0.401839], [1.068981, -2.863017, -0.142607], [1.084655, -3.840377, -1.121894], [1.542479, -3.547345, -2.400347], [2.007509, -2.269032, -2.669487], [1.995978, -1.293450, -1.681576], [-0.807431, 2.361370, 1.034504], [-1.940328, 1.620604, -0.187255], [3.517741, 1.772338, 1.043058], [3.869036, 3.900304, -0.146746], [2.300092, 4.598057, -1.926422], [0.377030, 3.146217, -2.505212], [0.024291, 1.037171, -1.307857], [0.692148, -3.119564, 0.839682], [0.733392, -4.835918, -0.883084], [1.548935, -4.308665, -3.168768], [2.389718, -2.022686, -3.651846], [2.380864, -0.311573, -1.922506], [-0.955555, -2.498792, 3.138112], [0.822692, 1.823334, 3.084358], [0.364681, 0.166963, 3.750905], [-0.218993, 0.337652, 4.648558], [1.287242, -0.387763, 3.861340], [-4.768259, -0.621629, 0.212777], [-3.466805, -0.919595, -0.125967], [-3.034149, -1.156971, -1.345797], [-1.734100, -1.370174, -1.154781], [-1.422293, -1.245317, 0.137677], [-2.546260, -1.018635, 0.770879], [-5.248919, -0.443488, -0.663246], [-4.729627, 0.226493, 0.795865], [-1.026614, -1.597606, -1.933923]],
  "forces_ev_per_angstrom": [[0.444, -0.813, 1.076], [-0.007, 0.217, -0.018], [0.474, -0.554, 0.125], [-0.172, -0.080, -0.363], [-0.389, -0.354, 0.111], [-0.333, -0.132, -0.051], [0.123, 0.050, 0.076], [0.002, 0.025, -0.004], [0.006, -0.006, -0.007], [-0.029, 0.015, -0.025], [0.061, 0.059, 0.005], [-0.022, -0.120, -0.051], [0.081, 0.146, -0.061], [-0.031, -0.073, 0.172], [0.023, -0.031, -0.084], [-0.001, 0.016, 0.019], [-0.012, -0.051, -0.013], [-0.021, 0.093, -0.023], [-0.073, 0.063, -0.129], [0.087, 0.070, 0.033], [-0.008, -0.015, 0.008], [0.012, 0.014, -0.001], [-0.005, 0.006, -0.008], [-0.010, 0.010, -0.015], [0.036, -0.029, -0.002], [0.009, 0.050, -0.014], [-0.004, -0.017, -0.002], [-0.003, -0.007, -0.019], [0.004, -0.007, -0.014], [-0.014, 0.003, 0.026], [0.021, 1.009, -0.513], [-0.045, -0.069, 0.025], [0.194, 0.278, -0.016], [0.159, -0.044, 0.040], [-0.076, 0.037, 0.188], [0.114, -0.039, -0.238], [0.111, 0.078, 0.010], [-0.201, -0.185, 0.002], [0.141, 0.277, 0.148], [-0.336, -0.223, -0.285], [-0.309, 0.357, -0.196], [-0.033, -0.026, 0.069], [0.005, -0.003, 0.031], [0.028, 0.005, -0.012]]
}


[3]
{
  "formula": "C31H34MoN4O2PSSe2",
  "method": "the ωB97M-V functional and the def2-TZVPD basis",
  "e_lumo_ev": [-10.40, -9.70],
  "charge": 3,
  "homo_lumo_gap_ha": [0.2196, 0.2453],
  "spin_multiplicity": 3,
  "de_lowest_kcal_mol": 13.12,
  "total_energy_ha": -7181.02825,
  "elements": ["Mo", "C", "C", "O", "N", "C", "C", "C", "C", "C", "C", "N", "H", "H", "H", "H", "H", "H", "H", "H", "H", "H", "Se", "P", "Se", "C", "C", "C", "C", "C", "C", "C", "C", "C", "C", "C", "C", "H", "H", "H", "H", "H", "H", "H", "H", "H", "H", "C", "C", "C", "N", "C", "S", "N", "C", "O", "C", "C", "C", "C", "C", "C", "H", "H", "H", "H", "H", "H", "H", "H", "H", "H", "H", "H", "H", "H"],
  "coordinates": [[-0.891049, 1.111311, 0.537243], [1.070180, 4.586841, 2.214659], [0.560282, 3.913428, 1.001510], [-0.188238, 2.873673, 1.112496], [0.822686, 4.336382, -0.197790], [0.229547, 3.722570, -1.394170], [0.855937, 2.406818, -1.799178], [1.647841, 2.372647, -2.928476], [2.180924, 1.174445, -3.376088], [1.917235, 0.021255, -2.660492], [1.128624, 0.115369, -1.537024], [0.590618, 1.274433, -1.100175], [0.216728, 4.905552, 2.814731], [1.688861, 5.448349, 1.974196], [1.640353, 3.878408, 2.816426], [1.406187, 5.155457, -0.304412], [0.353616, 4.432863, -2.203669], [-0.838579, 3.609721, -1.233251], [1.842222, 3.291631, -3.465827], [2.785059, 1.145536, -4.274927], [2.307656, -0.941273, -2.964711], [0.912195, -0.768321, -0.950713], [-2.001085, -0.829816, -0.439662], [-3.949673, 0.113755, 0.103838], [-3.172234, 1.970507, 1.029027], [-4.842189, -0.859465, 1.262366], [-5.271920, -2.122274, 0.830176], [-6.019587, -2.906291, 1.688061], [-6.341930, -2.432081, 2.957663], [-5.920545, -1.178741, 3.378576], [-5.161249, -0.382315, 2.533552], [-4.902611, 0.398250, -1.352182], [-4.467795, 0.072831, -2.637569], [-5.319750, 0.291688, -3.711508], [-6.581062, 0.834452, -3.503007], [-7.009901, 1.164004, -2.221348], [-6.177311, 0.943081, -1.140235], [-5.036801, -2.483562, -0.165156], [-6.364331, -3.881131, 1.367368], [-6.932386, -3.048938, 3.623666], [-6.187278, -0.817861, 4.363548], [-4.834210, 0.594070, 2.863343], [-3.490845, -0.354777, -2.809301], [-5.001627, 0.030652, -4.712674], [-7.241883, 0.996700, -4.345808], [-7.996328, 1.582741, -2.066288], [-6.521339, 1.185023, -0.140018], [3.230750, -4.016950, -0.309061], [2.521627, -4.017718, 1.044892], [1.581262, -2.841236, 1.240904], [2.371438, -1.579095, 1.221173], [1.964136, -0.392371, 1.572758], [0.327451, -0.156865, 2.208651], [2.767724, 0.681234, 1.497250], [3.857375, 0.921243, 0.534818], [3.709681, 1.872240, -0.179661], [4.999505, -0.002086, 0.552214], [5.846158, -0.009203, -0.556492], [6.942982, -0.850276, -0.572316], [7.201416, -1.670311, 0.522073], [6.372069, -1.647528, 1.639776], [5.268372, -0.812655, 1.656899], [3.857966, -4.901485, -0.413818], [3.892550, -3.153191, -0.447803], [2.509448, -4.028164, -1.131776], [3.248408, -4.033177, 1.861321], [1.923064, -4.922707, 1.147180], [1.052227, -2.904347, 2.187831], [0.843471, -2.802687, 0.438616], [3.345601, -1.668806, 0.942128], [2.314133, 1.542284, 1.766149], [5.638347, 0.651261, -1.389062], [7.604157, -0.863306, -1.428831], [8.065740, -2.323290, 0.510793], [6.601415, -2.262272, 2.500145], [4.648513, -0.756132, 2.546462]],
  "forces_ev_per_angstrom": [[0.284, -0.851, 0.513], [0.048, 0.091, 0.061], [-0.542, -0.836, 0.191], [0.343, 1.058, 0.296], [0.135, 0.257, -0.611], [0.179, 0.017, 0.154], [-0.062, -0.159, 0.129], [0.136, 0.042, -0.095], [0.073, 0.067, -0.130], [0.069, -0.104, 0.024], [0.004, 0.202, 0.125], [0.016, -0.250, -0.084], [-0.004, 0.014, 0.017], [0.006, -0.016, 0.028], [0.003, 0.008, 0.018], [0.000, -0.006, -0.046], [0.004, 0.034, -0.072], [-0.212, -0.010, 0.070], [-0.013, -0.031, -0.009], [-0.015, 0.009, 0.046], [-0.022, 0.040, 0.006], [-0.080, -0.013, -0.010], [-0.110, 0.116, -0.336], [0.276, 0.087, -0.077], [0.117, 0.054, 0.043], [-0.146, -0.170, 0.226], [-0.062, 0.023, 0.064], [-0.004, 0.006, -0.010], [-0.015, -0.039, 0.012], [0.007, 0.043, 0.004], [-0.018, -0.161, 0.038], [-0.236, 0.060, -0.223], [-0.166, 0.122, -0.038], [0.051, -0.014, 0.033], [-0.012, -0.003, -0.031], [-0.006, 0.012, 0.003], [0.005, -0.014, -0.012], [-0.010, 0.023, -0.003], [0.028, 0.039, 0.019], [0.011, 0.025, -0.029], [0.015, -0.013, -0.038], [0.008, 0.029, 0.012], [0.063, -0.039, 0.015], [-0.009, 0.005, 0.041], [0.038, -0.007, 0.034], [0.053, -0.021, -0.006], [0.009, -0.031, -0.013], [-0.034, 0.023, -0.014], [0.088, -0.005, -0.077], [0.218, 0.212, -0.001], [-0.352, -0.264, 0.022], [0.021, -0.009, 0.030], [-0.029, 0.160, -0.452], [-0.018, 0.168, -0.047], [0.109, -0.290, 0.115], [-0.072, 0.199, -0.014], [-0.319, 0.177, -0.042], [0.054, -0.002, -0.133], [0.018, -0.028, 0.006], [0.030, -0.032, 0.000], [0.017, -0.001, -0.011], [0.105, -0.032, 0.206], [-0.033, 0.025, 0.020], [-0.028, -0.031, 0.023], [0.038, 0.006, 0.051], [-0.014, -0.024, 0.006], [0.014, -0.023, 0.012], [0.002, 0.013, 0.072], [-0.076, 0.043, -0.078], [0.011, -0.043, -0.011], [-0.006, 0.038, -0.041], [0.007, -0.022, 0.023], [-0.013, -0.005, 0.032], [-0.034, 0.033, 0.003], [0.001, 0.013, -0.021], [0.054, 0.006, -0.029]]
}


[4]
{
  "formula": "C4H7NP2",
  "method": "the ωB97M-V functional and the def2-TZVPD basis",
  "e_lumo_ev": [0.40, 0.40],
  "homo_lumo_gap_ha": [0.2730, 0.2730],
  "de_lowest_kcal_mol": 80.61,
  "total_energy_ha": -893.89601,
  "elements": ["C", "C", "C", "C", "N", "P", "P", "H", "H", "H", "H", "H", "H", "H"],
  "coordinates": [[3.342571, -1.561796, 0.817345], [1.985603, -1.443133, 0.731381], [-0.607580, 1.208507, 0.038996], [1.178712, -0.477750, 0.179984], [0.382965, 0.384839, 0.259080], [-2.860496, 1.331977, -1.756007], [-2.360564, 0.943439, 0.325801], [3.789475, -2.529277, 1.126855], [4.003489, -0.844754, 0.516887], [1.395122, -2.406146, 0.993650], [-0.525651, 2.330581, 0.008471], [-4.022502, 0.741460, -1.649533], [-3.290886, 2.813870, -1.555600], [-2.410257, -0.491817, -0.037310]],
  "forces_ev_per_angstrom": [[-2.462, -2.357, 0.670], [1.494, -3.329, 0.953], [0.418, 1.179, 0.988], [0.132, 0.119, -0.313], [-1.785, 1.740, -0.766], [2.107, 3.286, -0.676], [-0.136, -1.916, -0.092], [-0.554, 0.867, -0.049], [1.478, 1.980, -0.721], [0.810, 1.768, -0.371], [1.125, -1.253, -0.062], [-2.920, -0.887, 0.195], [0.218, -2.094, -0.287], [0.077, 0.898, 0.532]]
}